*w*
Computed, not measured: the molecule C15H23N5O3, with wB97M-V/def2-TZVPD.

```
46
Properties=species:S:1:pos:R:3
H 2.38338 4.32776 -0.91819
H 2.32175 -0.84755 -1.55791
C 1.74092 -2.00491 0.03720
H -1.95308 4.01220 1.18375
C 3.13921 2.69854 0.06769
H 1.70949 2.76211 -1.36784
H -1.16032 -3.16183 -0.78242
H 2.77291 0.40794 1.62279
C -2.33243 0.91627 -0.20684
O -3.28888 -2.77811 0.04380
H -1.55186 -0.68039 -1.48323
C -2.69918 -2.06343 0.83387
C -1.38219 -1.45203 0.45725
C -1.37200 -0.21922 -0.49101
H 1.40424 -3.69078 1.10699
C 2.86306 -1.49261 -0.85431
H -4.05628 4.47091 -0.35519
C 3.54177 0.43347 0.83406
C -2.35402 3.29574 0.52868
H 3.92830 1.27489 -0.96274
H -0.72218 -1.31497 1.32333
H 4.32759 -1.60144 0.86919
C 3.91810 -0.85882 0.07552
N 2.60765 3.29913 -1.11049
C -1.82602 1.96638 0.50135
N -0.67432 -2.45635 -0.36210
C -3.50191 3.49088 -0.25352
H 2.96933 4.13823 1.34377
N 3.41066 3.16981 1.27750
H -5.00419 2.48032 -1.48468
H 1.23314 -1.18626 0.61994
N 2.04386 -2.92272 1.01831
H 3.18819 -2.43361 -1.45634
C 0.55980 -2.49280 -0.85870
O -3.15220 -1.54436 1.95481
H -0.86492 1.72983 1.06643
O 0.76285 -3.13851 -1.93266
H 4.77545 -0.88717 -0.60157
H 2.24970 -2.57137 1.96456
N 3.35282 1.43646 -0.13660
C -3.50475 1.20588 -0.90939
H -3.99562 0.35002 -1.39042
H -0.34532 0.22591 -0.48469
C -4.05824 2.45165 -0.95001
H -4.11960 -1.77009 2.06563
H 4.35829 0.71895 1.47386
```

Properties
* total charge: 0
* HOMO level: -0.3290 Eh
* E_LUMO: 0.3 eV
* gap between HOMO and LUMO: 9.283 eV



*x*
Computed, not measured: the molecule C15H23N5O3, with wB97M-V/def2-TZVPD.

```
46
Properties=species:S:1:pos:R:3
C 5.76383 0.18552 -0.49676
H -1.18153 -1.64359 -1.01659
H -3.20988 -1.43699 1.05941
H 5.98552 2.24913 -0.66278
C 2.64751 -1.79206 0.40235
C -0.92814 -0.46985 0.65617
H 5.22044 -1.74243 -0.48658
O -1.48952 0.18555 1.53326
H -4.97389 3.45472 1.23931
C -3.09294 3.64467 0.05044
C -3.38852 -3.05966 -0.22996
H 0.63064 -2.45784 0.82816
O -4.42777 -3.32492 -0.79716
N 6.93534 -0.08611 -1.01287
C -2.27786 2.95811 -0.86803
H -2.74899 4.61771 0.41970
C -4.26239 2.98365 0.50966
H 4.45253 1.75911 -0.29794
H 3.05611 0.21542 -0.23067
N 4.84818 -0.80662 -0.29227
C -3.79758 -0.57040 -0.82159
H 0.84943 1.09643 2.04689
N 1.02745 0.98761 1.10242
C -4.44990 1.65693 0.20979
H 3.04744 -2.61720 1.08873
H -1.62685 -3.44097 0.29181
H 1.42406 -1.26214 2.03705
C -3.00694 -1.57616 -0.00023
O -2.40346 -3.90865 -0.00185
H -4.85916 -0.77287 -0.58061
C 1.28011 -1.52050 0.95880
C 3.55686 -0.57840 0.36023
H 3.64739 -0.05924 1.31724
H -3.70037 -0.79995 -1.89007
H -1.80627 1.13110 -1.96252
H 7.52527 0.71066 -1.16944
H -5.26752 1.03839 0.57637
H 0.65168 1.77900 0.55896
C 0.52947 -0.28937 0.42676
N 5.43488 1.54098 -0.16750
H 2.62608 -2.21724 -0.66548
C -3.57344 0.88644 -0.65656
N -1.58381 -1.39679 -0.12131
C -2.50687 1.60727 -1.23807
H -1.37479 3.41832 -1.35156
H 0.79815 -0.27677 -0.65508
```

Properties
* total charge: 0
* HOMO level: -0.3085 Eh
* E_LUMO: 0.2 eV
* gap between HOMO and LUMO: 8.572 eV



The computed energies, referenced to the most stable structure and given in kJ/mol, are *w* 176.9; *x* 0.0.



*w*
Computed, not measured: a structure of composition C5H8OS, with wB97M-V/def2-TZVPD.

```
15
Properties=species:S:1:pos:R:3
H -1.11255 -0.96616 1.62026
H 0.62634 0.45133 -1.65995
C -0.18286 -1.12239 -0.44237
C -0.17192 -0.76060 1.06655
H 2.81520 1.12307 0.03615
C 0.82092 0.04405 -0.68589
H 0.31516 1.52746 1.00344
H 0.04897 -2.13663 -0.80914
H 0.71984 -1.06376 1.60506
S 2.57334 -0.16099 -0.28533
H -1.39836 1.42744 -1.13108
C -1.38218 0.71362 -0.28786
H -2.22294 0.85826 0.45581
O -1.41505 -0.59895 -0.90245
C -0.03393 0.66426 0.41680
```

Properties
* total charge: 0
* HOMO level: -0.3406 Eh
* E_LUMO: 0.8 eV
* gap between HOMO and LUMO: 10.098 eV



*x*
Computed, not measured: a structure of composition C5H8OS, with wB97M-V/def2-TZVPD.

```
15
Properties=species:S:1:pos:R:3
H 3.45438 -0.26893 -0.93603
H -2.16788 -1.04670 0.68110
C 0.99211 -0.22909 -0.35234
H -1.94276 1.58535 0.71243
C -1.30039 0.96767 -0.03519
S 2.69113 0.08070 0.31957
H 0.26842 -2.15771 0.81449
H -1.44174 -1.02882 -1.11490
C -1.39711 -0.70800 -0.07716
C 0.02646 -1.09306 0.45194
H 0.77807 2.02598 0.19330
H -1.42323 1.24914 -0.98721
C 0.26319 0.88933 0.35662
H 1.15108 -0.30896 -1.54880
O 0.04827 0.04310 1.52218
```

Properties
* total charge: 0
* HOMO level: -0.3285 Eh
* E_LUMO: 0.6 eV
* gap between HOMO and LUMO: 9.584 eV



*y*
Computed, not measured: a cluster of 2 separate species, C5H8OS in total, with wB97M-V/def2-TZVPD.

```
15
Properties=species:S:1:pos:R:3
C 0.92260 -0.00548 0.18075
H 0.10292 1.45995 -1.21718
H -1.03193 -0.39786 -1.57098
H -0.35987 -1.37151 1.29318
H 1.36341 0.12939 1.22273
H 3.02602 0.20239 -0.26286
O 1.93373 -0.36161 -0.74048
H 0.77030 -1.98558 0.10984
C 0.02502 -1.22724 0.30265
C -1.37009 0.59558 0.12848
C -1.20269 -0.77170 -0.57517
H 0.22928 2.19602 0.34010
H -1.34808 0.51260 1.22758
C -0.03615 1.21961 -0.16366
S -3.02447 -0.19456 -0.27497
```

Properties
* total charge: 0
* HOMO level: -0.3238 Eh
* E_LUMO: -0.1 eV
* gap between HOMO and LUMO: 8.721 eV



*z*
Computed, not measured: the molecule C5H8OS, with wB97M-V/def2-TZVPD.

```
15
Properties=species:S:1:pos:R:3
H 1.44146 1.59007 1.54872
S -1.74676 -0.34011 0.29502
H -1.02020 0.18883 -1.95159
C -0.72268 0.44753 -0.87330
C 0.30025 1.54585 -0.50784
C 0.91692 -0.53665 0.63861
H 0.10298 2.62848 -0.15988
O 2.01633 -0.89902 -0.42288
H 3.00468 -0.59271 -0.14145
H -0.39001 -1.65419 -0.98678
H -0.07513 1.01883 1.62748
H 1.08725 1.37871 -1.33579
C -0.21115 -0.85083 -0.33256
H 1.02734 -1.39963 1.50344
C 0.82319 0.97336 0.83484
```

Properties
* total charge: 0
* HOMO level: -0.3206 Eh
* E_LUMO: 0.8 eV
* gap between HOMO and LUMO: 9.538 eV



The computed energies, referenced to the most stable structure and given in kJ/mol, are *w* 0.0; *x* 231.0; *y* 359.3; *z* 126.3.



*w*
Computed, not measured: the molecule C5H8OS, with wB97M-V/def2-TZVPD.

```
15
Properties=species:S:1:pos:R:3
H 2.46215 -0.51466 -0.12855
H 1.82741 0.13029 1.52493
O -0.06674 1.80556 0.01533
C -1.98839 -0.54646 0.64187
H 0.44237 -1.44824 -1.53991
S -3.23938 0.28528 0.00055
C -0.61798 -0.67106 0.20194
C -0.08379 -0.41794 -1.17183
H -0.03066 -1.37427 0.70561
H -0.93327 1.82177 -0.23033
H -2.05869 -1.20289 1.53467
C 1.96569 0.30831 0.40016
H -0.66116 0.00475 -2.02384
H 2.49377 1.30157 0.22968
C 0.48868 0.51798 -0.16027
```

Properties
* total charge: 0
* HOMO level: -0.3193 Eh
* E_LUMO: -0.2 eV
* gap between HOMO and LUMO: 8.462 eV



*x*
Computed, not measured: the molecule C5H8OS, with wB97M-V/def2-TZVPD.

```
15
Properties=species:S:1:pos:R:3
H 0.99251 1.43622 0.53113
H 0.43981 -1.67538 -0.84316
C -1.47577 -0.83352 0.12686
C -0.06494 1.15666 0.61126
H -1.12923 -1.79364 0.29706
H -0.79757 1.67425 1.24431
S 2.61295 -0.42513 -0.15691
O 2.62306 -0.79387 1.24162
H -2.15640 -0.80011 -0.81427
C -0.22372 0.03898 -0.04560
H 0.98202 -0.17744 -1.94450
H -2.03640 -0.41482 0.96726
H 3.60052 1.52717 0.22001
C 2.65407 1.30883 -0.36430
C 0.73049 -0.63531 -0.89865
```

Properties
* total charge: 0
* HOMO level (alpha / beta): -0.3265 / -0.3266 Eh
* E_LUMO (alpha / beta): -1.6 / -1.6 eV
* gap between HOMO and LUMO (alpha / beta): 7.277 / 7.277 eV



*y*
Computed, not measured: the molecule C5H8OS, with wB97M-V/def2-TZVPD.

```
15
Properties=species:S:1:pos:R:3
C 0.68365 -0.04004 -1.32152
H -0.59069 -2.18117 2.15379
H 0.66138 -0.69804 -2.15040
C 1.17922 1.72265 0.11942
H 0.90937 2.73913 -0.20268
S -1.36731 -1.09818 0.14827
H 1.96102 1.82235 0.94562
H 2.61740 0.81902 -1.42378
O -0.02915 1.13343 0.55156
C -0.14027 -1.53958 1.36556
C -0.54029 0.33907 -0.45993
H 0.15980 -0.61244 1.88421
H -1.28938 0.88072 -1.03971
C 1.64664 0.80688 -1.00671
H 0.70759 -1.99990 0.86725
```

Properties
* total charge: 0
* HOMO level: -0.3140 Eh
* E_LUMO: 1.0 eV
* gap between HOMO and LUMO: 9.516 eV



The computed energies, referenced to the most stable structure and given in kJ/mol, are *w* 124.7; *x* 499.2; *y* 0.0.



*w*
Computed, not measured: the molecule C6H10OS, with wB97M-V/def2-TZVPD.

```
18
Properties=species:S:1:pos:R:3
C 2.15535 -0.38152 0.63761
H -1.77294 0.81630 1.35345
O -0.97672 1.49504 -0.42123
C 3.06744 -0.10758 -0.58655
C 0.28289 1.35346 0.12167
H 0.97609 1.92444 -0.50380
H -2.93494 1.12237 -0.02896
C -0.10872 -1.11874 0.05744
H 2.26431 -1.40596 0.99615
H 0.31524 1.81782 1.13965
H 2.45965 0.27543 1.46280
H 3.03948 0.96932 -0.79636
H 4.13722 -0.36981 -0.40607
C 0.71438 -0.08078 0.27132
S -1.79464 -1.05344 -0.20071
C -1.93558 0.75109 0.27170
H 0.25188 -2.13195 0.20054
H 2.73747 -0.61892 -1.47523
```

Properties
* total charge: 0
* HOMO level: -0.2939 Eh
* E_LUMO: 0.9 eV
* gap between HOMO and LUMO: 8.900 eV



*x*
Computed, not measured: the molecule C6H10OS, with wB97M-V/def2-TZVPD.

```
18
Properties=species:S:1:pos:R:3
H 0.60035 1.85473 1.62982
H 1.93692 1.48359 0.50111
H 0.38352 -1.92868 0.17014
S 2.43989 -0.77707 -0.18290
C -0.20687 0.05889 -0.07712
H -2.94725 -1.42696 1.06285
O 0.06780 1.39542 -0.39301
H -3.11766 0.39720 -1.35929
H -2.42733 -2.14330 -0.43388
H -1.28707 -2.21385 0.86789
H -2.30110 1.71895 -0.42385
C 1.01281 1.97394 0.59116
C 0.79052 -0.94562 -0.01520
H 1.25239 2.99020 0.26004
C -2.68230 0.71552 -0.39583
C -2.09141 -1.57908 0.40835
H -3.52712 0.71091 0.37951
C -1.51381 -0.25249 0.05802
```

Properties
* total charge: 0
* HOMO level: -0.3109 Eh
* E_LUMO: -0.8 eV
* gap between HOMO and LUMO: 7.684 eV



The computed energies, referenced to the most stable structure and given in kJ/mol, are *w* 0.0; *x* 110.8.